[1]
DFT (ωB97M-V/def2-TZVPD) results for C30H39FHfNO2S4Si as an isolated structure in a non-equilibrium geometry.

## Properties
Net charge ... -1
Gap between HOMO and LUMO (spin up / spin down) ... 6.76 / 6.76 eV
Calculated total energy ... -92577.7732 eV
HOMO (spin up / spin down) ... -4.1833 / -4.1834 eV

Cartesian coordinates (Å):
C1 -1.13 -1.33 -3.56
C2 -3.66 1.40 2.61
H1 3.10 -1.45 -0.96
H2 -4.61 -0.58 2.25
H3 -3.49 -0.85 -0.28
H4 0.38 -3.61 -1.66
H5 -2.59 1.53 4.47
O1 0.58 -1.55 0.61
C3 2.95 -0.30 -2.74
H6 4.51 1.16 -2.45
H7 -2.32 -1.97 -0.86
C4 1.48 -0.60 -2.90
C5 1.06 3.19 -0.50
H8 2.98 1.81 -3.05
C6 -2.34 1.08 1.99
H9 -4.29 3.26 1.52
H10 2.04 -3.43 -1.21
C7 -4.73 0.50 2.00
H11 1.19 -4.97 -0.88
S1 2.83 -0.42 5.60
S2 0.95 0.59 3.50
H12 -1.16 -4.68 1.67
H13 -3.34 3.52 2.90
H14 -3.45 1.69 -1.29
H15 1.95 -2.21 -4.29
S3 3.41 0.25 1.37
H16 3.39 -0.35 -3.71
H17 -0.29 -2.79 -4.83
N1 0.67 0.94 -1.12
H18 2.85 -3.68 1.46
H19 0.73 6.09 -2.17
C8 3.61 -1.36 -1.90
C9 1.89 -3.79 1.96
Si1 0.62 -3.22 0.77
H20 3.57 -2.33 -2.38
C10 0.44 0.01 -2.18
H21 -1.20 -3.01 2.36
H22 -4.78 0.64 0.93
H23 1.34 5.19 0.18
H24 -2.13 -1.64 -3.77
C11 -1.20 1.12 1.58
C12 0.78 2.25 -1.46
C13 3.53 -0.20 3.02
H25 -1.83 1.97 -0.73
F1 1.27 2.68 0.71
C14 -0.91 -0.34 -2.54
H26 4.60 -1.03 -1.66
C15 -3.44 1.02 4.11
C16 4.47 -1.05 5.40
H27 -3.21 -0.06 4.13
H28 1.75 -4.88 2.27
O2 5.16 -1.41 6.32
C17 -1.08 -3.65 1.46
C18 3.40 1.12 -2.35
C19 -2.46 -0.90 -0.64
C20 0.36 4.11 -2.90
S4 5.02 -0.92 3.72
C21 1.11 4.59 -0.69
C22 1.18 -1.62 -3.79
H29 3.20 1.48 -1.31
C23 2.51 -0.03 3.96
C24 0.44 2.75 -2.74
H30 -3.04 -0.14 -2.59
H31 -4.99 2.98 3.16
C25 0.74 5.05 -1.91
H32 -1.78 -0.68 0.18
C26 -0.10 -1.98 -4.17
H33 0.11 4.50 -3.88
C27 1.07 -3.90 -0.91
C28 -4.08 2.83 2.51
C29 -2.18 0.07 -1.80
Hf1 0.86 0.32 0.93
H34 -1.85 -3.43 0.76
H35 -4.32 1.24 4.72
H36 -5.68 0.71 2.48
H37 1.89 -3.16 2.80
H38 -2.20 2.16 -2.51
H39 0.25 2.11 -3.56
C30 -2.38 1.57 -1.57


[2]
DFT (ωB97M-V/def2-TZVPD) results for C19H13N2ReS3Te as an isolated structure.

## Properties
Net charge ... +1
Gap between HOMO and LUMO (spin up / spin down) ... 6.51 / 6.91 eV
Calculated total energy ... -64815.6843 eV
HOMO (spin up / spin down) ... -11.3491 / -11.5907 eV
2S+1 ... 2

Cartesian coordinates (Å):
C1 3.16 -0.40 1.62
C2 2.57 -0.97 0.54
N1 -0.74 -0.37 -2.36
C3 -1.36 0.22 -4.53
C4 0.03 -0.03 3.28
C5 -2.11 -1.71 3.83
C6 0.54 2.19 -4.77
C7 -0.06 -0.63 4.51
C8 -0.48 0.47 -3.46
C9 -0.94 -0.26 2.30
S1 -2.01 -2.27 -1.24
H1 -0.07 1.19 0.96
C10 -1.29 0.93 -5.71
C11 -2.01 -1.09 2.59
H2 1.27 2.97 -4.87
H3 -1.74 0.71 0.53
C12 -1.13 -1.48 4.79
C13 -0.33 1.92 -5.82
H4 1.14 1.70 -2.77
S2 2.12 0.24 -0.62
H5 -2.78 -1.26 1.85
H6 0.68 -0.45 5.28
H7 -1.98 0.73 -6.52
H8 3.70 1.65 2.26
H9 -0.26 2.49 -6.74
C14 -1.23 -2.12 6.07
C15 -1.76 -1.19 -2.60
Te1 1.53 -2.75 0.16
H10 3.49 -0.96 2.49
C16 0.47 1.47 -3.58
Re1 -0.19 -0.97 -0.50
H11 -2.95 -2.35 4.06
C17 2.64 1.52 0.40
H12 0.85 0.64 3.06
H13 2.57 2.55 0.08
C18 -0.79 0.36 0.95
S3 -2.48 -1.06 -4.12
C19 3.23 1.02 1.51
N2 -1.29 -2.63 7.10


[3]
DFT (ωB97M-V/def2-TZVPD) results for a 2-piece molecular cluster, C3H5O3 overall in a non-equilibrium geometry.

## Properties
Net charge ... -1
Gap between HOMO and LUMO ... 7.98 eV
Calculated total energy ... -9334.8655 eV
HOMO ... -4.2234 eV

Cartesian coordinates (Å):
O1 -0.53 -0.10 1.72
O2 -1.87 1.61 2.43
H1 -0.45 0.33 -1.24
C1 -1.47 0.42 2.43
H2 0.01 -1.40 -0.96
H3 -2.06 -0.26 3.12
H4 2.42 -0.73 -1.93
H5 0.82 -0.10 0.12
C2 1.45 -0.05 -1.90
O3 1.30 0.68 -2.93
C3 0.39 -0.40 -0.88